No. 1
C29H46F6NO6 | ωB97M-V with the def2-TZVPD basis set

CARTESIAN COORDINATES (ANGSTROEM)
C 4.38 -2.20 -0.20
C 3.38 -1.57 -1.10
O 3.52 -0.47 -1.57
O 2.31 -2.34 -1.37
C 1.14 -1.62 -1.74
C 0.51 -0.88 -0.56
C 0.88 0.64 -0.52
C -0.29 1.54 -0.13
N -0.87 2.45 -1.20
C -0.24 3.83 -1.26
C 0.92 4.07 -2.22
C 0.58 4.42 -3.66
F 1.85 3.05 -2.16
C -1.19 1.80 -2.52
F -0.09 1.55 -3.19
F -1.89 2.76 -3.17
C -2.05 0.57 -2.38
C -1.70 -0.61 -3.03
C -2.54 -1.71 -2.90
C -3.71 -1.66 -2.15
C -4.05 -0.47 -1.49
C -5.28 -0.37 -0.63
F -5.68 0.91 -0.51
F -5.04 -0.81 0.61
F -6.30 -1.06 -1.13
C -3.23 0.63 -1.62
H 5.04 -2.87 -0.75
H 5.00 -1.45 0.28
H 3.87 -2.82 0.53
H 0.46 -2.36 -2.14
H 1.36 -0.95 -2.56
H 0.92 -1.34 0.33
H -0.56 -1.04 -0.51
H 1.37 0.90 -1.45
H 1.63 0.74 0.25
H -0.02 2.17 0.70
H -1.11 0.92 0.24
H -1.81 2.64 -0.84
H -1.02 4.54 -1.50
H 0.08 4.06 -0.26
H 1.43 4.95 -1.83
H -0.34 4.99 -3.67
H 0.44 3.53 -4.27
H 1.40 4.98 -4.09
H -0.81 -0.67 -3.63
H -2.29 -2.62 -3.42
H -4.36 -2.52 -2.08
H -3.50 1.55 -1.12
C 0.56 -4.34 -5.51
C 0.68 -2.85 -5.35
O -0.16 -2.21 -4.74
C 1.87 -2.18 -5.97
H -0.34 -4.69 -5.02
H 0.51 -4.59 -6.57
H 1.43 -4.83 -5.07
H 1.88 -2.35 -7.05
H 2.79 -2.58 -5.54
H 1.84 -1.11 -5.78
C -6.42 1.63 4.81
C -5.06 1.62 4.15
O -4.04 1.67 4.80
C -5.02 1.52 2.65
H -6.30 1.70 5.89
H -6.99 2.49 4.46
H -6.96 0.72 4.57
H -5.53 2.38 2.21
H -5.51 0.61 2.32
H -3.98 1.51 2.32
C 7.60 -0.34 3.18
C 7.93 -0.94 1.83
O 7.16 -1.69 1.27
C 9.26 -0.57 1.22
H 6.63 -0.68 3.50
H 8.35 -0.64 3.91
H 7.60 0.75 3.10
H 10.07 -0.88 1.88
H 9.31 0.51 1.07
H 9.37 -1.07 0.26
C -2.63 -1.12 8.23
C -1.78 -1.37 7.01
O -1.17 -2.41 6.86
C -1.73 -0.27 5.98
H -2.58 -1.99 8.88
H -2.27 -0.25 8.76
H -3.67 -0.96 7.93
H -1.33 0.64 6.42
H -2.72 -0.07 5.59
H -1.08 -0.58 5.16

Its net charge is +1. For the energy, the calculation gives -2237.79367 hartree. The value obtained for the LUMO energy is -2.70 eV. The spin multiplicity is 1. Its gap between HOMO and LUMO is 8.085 eV.

So, what does the Löwdin scheme give us? The charges, in e, come out as: 0.0292, -0.5397, 0.1162, 0.0054, -0.1784, -0.1209, -0.1404, -0.0601, 0.0449, -0.0159, -0.3534, -0.0160, 0.0168, -0.4681, 0.1764, 0.1492, -0.1038, 0.0019, -0.0119, 0.0366, -0.0848, -0.6049, 0.1382, 0.1510, 0.1763, 0.0397, 0.1026, 0.0668, 0.0946, 0.1159, 0.1126, 0.1279, 0.1023, 0.0873, 0.1232, 0.1320, 0.1259, 0.1654, 0.1412, 0.1367, 0.1519, 0.0893, 0.0761, 0.0915, 0.0875, 0.1097, 0.1319, 0.1292, -0.0065, -0.4659, 0.0255, -0.0062, 0.0829, 0.0934, 0.0938, 0.0928, 0.0939, 0.0829, -0.0140, -0.4885, 0.0558, -0.0289, 0.0847, 0.0887, 0.0895, 0.0906, 0.0662, 0.0742, -0.0213, -0.4940, 0.0556, -0.0206, 0.0804, 0.0877, 0.0853, 0.0878, 0.0865, 0.0822, -0.0223, -0.5048, 0.0654, -0.0276, 0.0813, 0.0852, 0.0833, 0.0890, 0.0533, 0.0775

---

No. 2
C3H10FNPTb | ωB97M-V with the def2-TZVPD basis set

CARTESIAN COORDINATES (ANGSTROEM)
C -1.15 1.56 0.47
C 0.18 0.63 0.42
C 0.62 0.03 1.79
N 0.78 0.39 -0.75
P 0.41 -1.35 -1.19
F -0.78 -0.86 -2.37
H -1.26 2.21 -0.47
H -0.99 2.23 1.36
H -2.04 0.91 0.66
H 1.45 -0.71 1.68
H -0.27 -0.57 2.16
H 0.82 0.81 2.56
H -0.66 -1.33 -0.21
H 0.10 -2.79 -1.36
H 1.42 -1.39 -2.21
H 1.40 -1.74 -0.21
Tb -0.05 1.96 -2.34

Its net charge is +2. For the energy, the calculation gives -1439.87015 hartree. The value obtained for the LUMO energy (spin up / spin down) is -11.42 / -9.08 eV. The spin multiplicity is 7. Its gap between HOMO and LUMO (spin up / spin down) is 5.825 / 8.692 eV. The expectation value of S² is 13.017.

So, what does the Löwdin scheme give us? The charges, in e, come out as: -0.0224, -0.4034, -0.0065, -0.3489, 0.5840, -0.4145, -0.0365, 0.1202, 0.1296, 0.0967, 0.1278, 0.1237, 0.0649, 0.1301, 0.0603, 0.0046, 1.7900

---

No. 3
C4H10N2O3S | ωB97M-V with the def2-TZVPD basis set

CARTESIAN COORDINATES (ANGSTROEM)
C 0.79 1.47 1.52
C 0.12 0.17 1.94
C 0.83 0.27 0.52
C -0.03 0.56 -0.67
N -1.42 -1.27 -1.06
N 0.45 0.69 -1.84
O -0.98 2.88 -0.33
O -2.04 1.26 -1.87
O -2.38 1.05 0.58
S -1.52 1.56 -0.49
H 0.00 2.20 1.45
H 1.77 1.76 1.87
H 0.50 -0.49 2.64
H -0.97 0.16 1.74
H 1.78 -0.27 0.45
H -1.34 -1.86 -0.32
H -1.62 -1.48 -2.03
H -0.34 1.23 -2.31
H -1.98 -0.41 -0.94
H 1.38 0.37 -2.10

For the energy, the calculation gives -891.72356 hartree. The value obtained for the LUMO energy (spin up / spin down) is 0.41 / 0.41 eV. The spin multiplicity is 1. Its gap between HOMO and LUMO (spin up / spin down) is 10.376 / 10.376 eV. For the energy relative to the best compared isomer or geometry (same formula, charge and spin), the calculation gives 358.0 kJ/mol.

So, what does the Löwdin scheme give us? The charges, in e, come out as: -0.0710, -0.0589, -0.1728, -0.3457, 0.0933, 0.1622, -0.2780, -0.3548, -0.3040, 0.4939, 0.0766, 0.1075, 0.0713, 0.0799, 0.1403, 0.0193, 0.0664, 0.1288, -0.0100, 0.1559

---

No. 4
C30H19AlN8O2 | ωB97M-V with the def2-TZVPD basis set

CARTESIAN COORDINATES (ANGSTROEM)
Al -0.09 0.13 -0.42
C -2.15 -2.05 -3.38
C -3.40 -2.27 -2.81
C -3.69 -1.72 -1.59
C -2.74 -0.93 -0.92
N -1.52 -0.72 -1.48
C -1.25 -1.28 -2.69
N -3.18 -0.42 0.30
C -2.57 0.55 0.89
N -1.33 1.03 0.54
C -1.24 2.35 0.91
N -0.49 3.22 0.33
C 0.13 2.97 -0.89
C 0.60 4.12 -1.55
C 1.20 4.03 -2.77
C 1.36 2.77 -3.36
C 0.90 1.68 -2.68
N 0.29 1.75 -1.47
C -2.29 2.59 1.91
C -2.59 3.71 2.67
C -3.73 3.64 3.47
C -4.56 2.52 3.46
C -4.28 1.42 2.65
C -3.12 1.47 1.90
H -1.87 -2.46 -4.34
H -4.14 -2.87 -3.33
H -4.65 -1.85 -1.11
H -0.26 -1.10 -3.09
H 0.44 5.07 -1.06
H 1.55 4.92 -3.28
H 1.83 2.65 -4.33
H 1.01 0.69 -3.10
H -1.96 4.59 2.66
H -3.99 4.48 4.09
H -5.44 2.52 4.08
H -4.94 0.56 2.62
O 3.66 -5.67 0.64
N 4.30 -4.69 0.95
O 5.46 -4.68 1.29
C 3.61 -3.38 0.84
C 4.40 -2.28 0.89
C 3.84 -0.97 0.74
C 4.58 0.22 0.87
C 3.92 1.42 0.76
C 2.56 1.43 0.46
N 1.84 0.32 0.30
C 2.48 -0.86 0.47
C 1.65 -2.03 0.45
N 0.33 -1.77 0.28
C -0.52 -2.78 0.43
C -0.10 -4.08 0.72
C 1.24 -4.35 0.82
C 2.18 -3.30 0.69
H 5.47 -2.41 1.04
H 5.64 0.18 1.08
H 4.44 2.36 0.89
H 2.03 2.37 0.36
H -1.58 -2.56 0.33
H -0.83 -4.86 0.85
H 1.58 -5.36 1.02

Its net charge is +2. For the energy, the calculation gives -1985.21971 hartree. The value obtained for the LUMO energy is -6.95 eV. The spin multiplicity is 1. Its gap between HOMO and LUMO is 7.181 eV. For the energy relative to the best compared isomer or geometry (same formula, charge and spin), the calculation gives 14.0 kJ/mol.

So, what does the Löwdin scheme give us? The charges, in e, come out as: 0.3313, -0.0177, -0.0017, 0.0289, -0.2838, 0.0730, -0.0853, 0.1919, -0.2199, 0.0983, -0.2204, 0.1909, -0.2856, 0.0280, -0.0026, -0.0184, -0.0844, 0.0736, -0.0876, 0.0203, -0.0307, -0.0304, 0.0207, -0.0872, 0.1252, 0.1307, 0.1323, 0.1093, 0.1322, 0.1305, 0.1250, 0.1089, 0.1264, 0.1197, 0.1198, 0.1266, 0.1052, -0.3274, 0.1318, -0.0349, 0.1028, -0.0951, 0.0666, 0.0224, -0.0267, 0.1142, -0.1136, -0.1067, 0.1092, -0.0302, 0.0282, 0.0738, -0.0285, 0.1470, 0.1449, 0.1322, 0.1187, 0.1192, 0.1337, 0.1255

---

Number 1: M 618.676 u. Number 2: M 269.017 u. Number 3: M 166.202 u. Number 4: M 550.518 u.